1.
Density functional theory data (ωB97M-V with the def2-TZVPD basis set) for an isolated ion of composition C3H3Cl3N3 and charge +1 in a non-equilibrium geometry.

Properties
**Kohn-Sham gap**: 0.33290 hartree
**SMILES**: Cl\C=N/C=[NH+]\C(Cl)=N\Cl
**Spin multiplicity**: 1
**DFT total energy**: -1660.6092 a.u.
**Total charge**: +1
**Max |F|**: 0.0590 Eh/bohr

Positions of all 12 atoms, in Å:
Cl (-2.397, -2.491, -0.619)
C (-1.862, -1.336, 0.541)
N (-1.400, -0.200, 0.326)
C (-0.881, 0.872, -0.147)
N (0.404, 1.169, -0.450)
C (1.653, 0.569, -0.219)
Cl (3.002, 1.694, -0.407)
N (1.732, -0.620, 0.188)
Cl (3.134, -1.441, 0.456)
H (-2.042, -1.871, 1.594)
H (-1.697, 1.633, -0.287)
H (0.353, 2.022, -0.976)

2.
Density functional theory data (ωB97M-V with the def2-TZVPD basis set) for a 2-piece molecular cluster, C32H32FN2S2 overall in a non-equilibrium geometry.

Properties
**Kohn-Sham gap**: 0.18856 hartree
**Spin multiplicity**: 1
**DFT total energy**: -2244.0157 a.u.
**Total charge**: +1
**Max |F|**: 0.0448 Eh/bohr

Positions of all 69 atoms, in Å:
C (2.182, -2.497, 2.408)
C (0.971, -2.312, 3.092)
C (0.618, -1.039, 3.500)
C (1.425, 0.085, 3.221)
C (0.772, 1.366, 3.493)
S (1.400, 2.953, 3.385)
C (0.586, 3.658, 1.912)
C (-0.531, 2.859, 1.258)
C (-1.545, 2.409, 2.292)
S (-0.926, 1.196, 3.473)
C (2.649, -0.102, 2.528)
C (3.021, -1.401, 2.142)
H (2.480, -3.510, 2.118)
H (0.312, -3.143, 3.341)
H (-0.352, -0.916, 4.006)
H (0.219, 4.666, 2.168)
H (1.473, 3.729, 1.265)
H (-1.065, 3.529, 0.581)
H (-0.118, 2.026, 0.681)
H (-1.963, 3.248, 2.865)
H (-2.362, 1.823, 1.859)
H (3.265, 0.766, 2.271)
H (3.984, -1.581, 1.654)
F (-1.005, 0.082, 6.906)
C (-0.651, 1.196, 7.732)
C (-1.909, 1.663, 8.498)
C (-3.092, 0.919, 8.502)
C (-4.234, 1.451, 9.104)
C (-4.218, 2.728, 9.668)
C (-3.023, 3.452, 9.697)
C (-1.864, 2.902, 9.149)
C (0.433, 0.736, 8.711)
C (0.182, 0.643, 10.085)
C (1.213, 0.320, 10.976)
C (2.477, -0.002, 10.486)
C (2.694, -0.033, 9.108)
C (1.664, 0.289, 8.224)
C (-0.246, 2.303, 6.704)
C (-1.508, 2.834, 5.993)
C (-1.419, 4.345, 5.896)
C (-0.114, 4.727, 6.607)
N (0.374, 3.500, 7.271)
C (1.746, 3.443, 7.621)
C (2.695, 3.087, 6.648)
C (3.953, 2.656, 7.080)
N (4.246, 2.587, 8.369)
C (3.444, 3.125, 9.285)
C (2.168, 3.595, 8.952)
H (-3.125, -0.066, 8.035)
H (-5.147, 0.863, 9.132)
H (-5.122, 3.159, 10.107)
H (-2.965, 4.439, 10.154)
H (-0.910, 3.428, 9.180)
H (-0.817, 0.845, 10.480)
H (1.018, 0.321, 12.052)
H (3.295, -0.229, 11.170)
H (3.677, -0.291, 8.714)
H (1.811, 0.207, 7.149)
H (0.425, 1.866, 5.938)
H (-1.533, 2.370, 4.984)
H (-2.433, 2.516, 6.484)
H (-1.394, 4.677, 4.843)
H (-2.291, 4.791, 6.405)
H (0.634, 5.088, 5.878)
H (-0.280, 5.496, 7.378)
H (2.431, 3.090, 5.589)
H (4.722, 2.329, 6.374)
H (3.794, 3.164, 10.322)
H (1.480, 3.961, 9.710)

3.
Density functional theory data (ωB97M-V with the def2-TZVPD basis set) for C37H41Br2CsN8O4 as an isolated structure in a non-equilibrium geometry.

Properties
**Kohn-Sham gap**: 0.16392 hartree
**Spin multiplicity**: 1
**DFT total energy**: -7341.5109 a.u.
**Total charge**: -2
**Max |F|**: 0.0747 Eh/bohr

Positions of all 93 atoms, in Å:
Cs (-0.760, 0.553, -0.162)
O (1.241, -0.854, 4.160)
C (1.686, -2.035, 4.408)
C (2.097, -2.451, 5.711)
C (2.579, -3.724, 5.956)
C (2.660, -4.679, 4.936)
C (2.239, -4.306, 3.664)
C (1.752, -3.035, 3.392)
C (1.373, -2.645, 1.979)
O (0.472, -1.584, 1.936)
N (2.626, -2.331, 1.256)
N (2.540, -2.113, -0.040)
C (3.476, -1.473, -0.632)
C (3.469, -1.227, -2.074)
Br (1.856, -1.683, -2.965)
C (4.514, -0.714, -2.718)
C (4.669, -0.276, -4.125)
C (5.896, -0.474, -4.760)
C (6.115, -0.045, -6.063)
C (5.107, 0.608, -6.758)
C (3.890, 0.835, -6.130)
C (3.674, 0.403, -4.828)
H (0.668, -1.073, 2.759)
H (2.027, -1.716, 6.507)
H (2.888, -3.989, 6.963)
H (3.038, -5.677, 5.128)
H (2.288, -5.026, 2.848)
H (0.931, -3.485, 1.442)
H (3.284, -1.768, 1.788)
H (4.320, -1.063, -0.076)
H (5.400, -0.593, -2.099)
H (6.687, -0.982, -4.218)
H (7.074, -0.221, -6.536)
H (5.274, 0.949, -7.773)
H (3.100, 1.360, -6.653)
H (2.731, 0.612, -4.346)
C (-2.027, -5.549, -1.438)
C (-2.757, -4.262, -1.717)
C (-4.141, -4.176, -1.702)
C (-4.766, -2.961, -1.900)
C (-3.957, -1.853, -2.108)
Br (-4.758, -0.150, -2.352)
N (-2.650, -1.900, -2.140)
C (-2.064, -3.084, -1.952)
H (-2.622, -6.414, -1.736)
H (-1.810, -5.642, -0.370)
H (-1.074, -5.585, -1.968)
H (-4.736, -5.065, -1.518)
H (-5.841, -2.858, -1.869)
H (-0.977, -3.079, -1.959)
C (-0.328, 2.518, 3.173)
N (-1.550, 1.870, 2.747)
C (-2.613, 2.835, 2.581)
C (-1.928, 0.782, 3.654)
C (-3.161, 0.007, 3.193)
C (-4.162, -0.241, 4.138)
C (-5.303, -0.967, 3.793)
C (-5.425, -1.429, 2.488)
C (-4.408, -1.155, 1.560)
C (-3.232, -0.430, 1.849)
H (-0.466, 3.111, 4.099)
H (0.031, 3.190, 2.387)
H (0.442, 1.766, 3.369)
H (-2.841, 3.363, 3.528)
H (-3.515, 2.334, 2.236)
H (-2.321, 3.585, 1.837)
H (-2.110, 1.186, 4.671)
H (-1.074, 0.104, 3.726)
H (-4.058, 0.128, 5.159)
H (-6.079, -1.156, 4.529)
H (-6.312, -1.995, 2.197)
H (-4.563, -1.545, 0.549)
O (-1.457, 2.199, -1.997)
N (-1.171, 3.366, -1.649)
N (-0.084, 3.490, -0.951)
O (0.716, 2.514, -0.605)
C (0.282, 4.842, -0.598)
C (1.512, 5.011, 0.017)
C (1.930, 6.284, 0.388)
C (1.127, 7.389, 0.153)
C (-0.110, 7.208, -0.458)
C (-0.539, 5.945, -0.834)
H (2.111, 4.130, 0.199)
H (2.892, 6.407, 0.872)
H (1.452, 8.379, 0.450)
H (-0.754, 8.060, -0.639)
H (-1.501, 5.797, -1.302)
N (-2.419, 1.349, -4.671)
N (-1.091, 1.742, -5.076)
H (-2.565, 1.724, -3.738)
H (-2.401, 0.344, -4.558)
H (-0.495, 1.749, -4.251)
H (-1.160, 2.707, -5.365)

4.
Density functional theory data (ωB97M-V with the def2-TZVPD basis set) for C30H24BrMoN7OS as an isolated structure.

Properties
**Kohn-Sham gap**: 0.22536 hartree
**Spin multiplicity**: 1
**DFT total energy**: -4656.6548 a.u.
**Max |F|**: 0.0106 Eh/bohr

Positions of all 65 atoms, in Å:
Mo (0.147, -0.530, -0.756)
C (3.406, -0.524, -3.725)
C (2.312, -0.224, -2.755)
N (1.704, -1.124, -2.067)
N (2.070, -2.433, -2.194)
C (1.202, -3.271, -1.672)
N (1.505, -4.587, -1.821)
S (-0.310, -2.911, -0.877)
C (1.827, 1.167, -2.580)
C (2.338, 2.209, -3.341)
C (1.818, 3.484, -3.180)
C (0.795, 3.686, -2.272)
C (0.332, 2.600, -1.545)
N (0.839, 1.380, -1.685)
H (3.715, -1.558, -3.613)
H (4.263, 0.131, -3.560)
H (3.058, -0.370, -4.749)
H (2.447, -4.806, -2.102)
H (1.035, -5.239, -1.217)
H (3.122, 2.024, -4.059)
H (2.204, 4.305, -3.769)
H (0.348, 4.660, -2.130)
H (-0.466, 2.679, -0.818)
Br (-6.757, -1.835, -3.611)
C (-4.960, -1.358, -3.229)
C (-4.008, -1.375, -4.250)
C (-2.706, -1.028, -3.983)
C (-2.288, -0.656, -2.687)
O (-1.061, -0.293, -2.479)
C (-3.268, -0.653, -1.664)
C (-2.978, -0.310, -0.291)
N (-1.820, -0.128, 0.242)
C (-1.812, -0.016, 1.660)
C (-2.418, -0.983, 2.418)
C (-2.369, -0.954, 3.828)
C (-1.674, 0.027, 4.469)
C (-1.022, 1.033, 3.717)
C (-0.254, 2.048, 4.334)
C (0.355, 2.990, 3.564)
C (0.167, 2.932, 2.166)
N (-0.533, 2.015, 1.555)
C (-1.108, 1.042, 2.307)
C (-4.597, -0.996, -1.959)
H (-4.302, -1.663, -5.251)
H (-1.960, -1.034, -4.767)
H (-3.851, -0.242, 0.361)
H (-2.906, -1.810, 1.917)
H (-2.862, -1.737, 4.388)
H (-1.596, 0.046, 5.549)
H (-0.156, 2.051, 5.413)
H (0.962, 3.774, 3.995)
H (0.624, 3.691, 1.535)
H (-5.336, -0.981, -1.166)
N (1.071, -0.510, 0.716)
C (1.664, -0.449, 1.957)
C (2.696, 0.462, 2.201)
C (3.266, 0.546, 3.460)
C (2.820, -0.272, 4.491)
C (1.800, -1.184, 4.248)
C (1.225, -1.277, 2.992)
H (3.030, 1.099, 1.393)
H (4.064, 1.256, 3.640)
H (3.267, -0.203, 5.474)
H (1.449, -1.828, 5.045)
H (0.430, -1.984, 2.791)

5.
Density functional theory data (ωB97M-V with the def2-TZVPD basis set) for C6H14NO as an isolated structure in a non-equilibrium geometry.

Properties
**Kohn-Sham gap (spin up / spin down)**: 0.32590 / 0.23352 hartree
**Spin multiplicity**: 2
**DFT total energy**: -366.7379 a.u.
**Max |F|**: 0.1275 Eh/bohr

Positions of all 22 atoms, in Å:
C (1.536, -1.269, -1.296)
N (2.790, -1.580, -1.088)
C (-1.379, 1.822, -1.329)
C (-1.996, 1.728, 0.121)
O (-2.381, 0.500, 0.468)
C (0.323, -1.499, -0.370)
C (1.046, -0.854, 2.057)
C (0.346, -0.418, 0.718)
H (2.376, -0.514, -0.633)
H (1.235, -1.564, -2.331)
H (-1.994, 1.413, -2.138)
H (-0.498, 1.160, -1.396)
H (-0.999, 2.821, -1.596)
H (-1.037, 2.078, 0.668)
H (-2.738, 2.488, 0.340)
H (-0.654, -1.516, -0.901)
H (0.398, -2.466, 0.118)
H (1.886, -1.540, 1.936)
H (1.333, 0.070, 2.602)
H (0.217, -1.238, 2.666)
H (-0.694, -0.117, 0.942)
H (0.885, 0.494, 0.440)

6.
Density functional theory data (ωB97M-V with the def2-TZVPD basis set) for a 2-piece molecular cluster, C36H49F4NO9P overall in a non-equilibrium geometry.

Properties
**Kohn-Sham gap**: 0.21796 hartree
**Spin multiplicity**: 1
**DFT total energy**: -2873.2465 a.u.
**Total charge**: +1
**Max |F|**: 0.1066 Eh/bohr

Positions of all 100 atoms, in Å:
C (-5.668, -4.412, 3.330)
C (-5.047, -3.102, 2.569)
C (-3.965, -2.496, 3.635)
C (-6.284, -2.101, 2.360)
C (-4.375, -3.666, 1.224)
C (-4.064, -2.583, 0.082)
C (-3.592, -1.143, 0.611)
C (-5.403, -2.423, -0.849)
C (-2.912, -3.074, -0.960)
C (-2.478, -2.205, -2.207)
C (-1.372, -2.616, -3.206)
C (-0.592, -3.972, -3.022)
O (0.402, -4.268, -3.995)
C (1.668, -4.660, -3.403)
C (2.825, -3.816, -4.182)
O (2.290, -2.466, -4.282)
C (3.221, -1.474, -3.805)
C (3.229, -1.338, -2.178)
C (2.230, -0.168, -1.751)
C (0.848, -0.102, -2.490)
N (-0.136, 0.908, -2.220)
O (-1.281, 0.869, -2.938)
C (0.079, 1.944, -1.221)
C (-1.114, 3.009, -1.048)
C (-2.475, 2.363, -0.463)
O (-2.543, 2.391, 0.990)
C (-3.688, 3.270, -0.985)
F (-3.402, 4.621, -0.592)
F (-3.798, 3.272, -2.397)
F (-4.953, 2.875, -0.456)
C (1.424, 2.011, -0.410)
C (1.599, 3.217, 0.650)
C (0.631, 3.055, 1.937)
C (1.408, 2.588, 3.271)
C (1.224, 1.031, 3.597)
O (1.661, 0.571, 4.692)
O (0.607, 0.088, 2.709)
C (2.534, 0.915, -0.653)
P (4.160, 0.908, 0.343)
O (3.816, 1.384, 1.779)
O (5.335, 1.948, -0.367)
O (4.788, -0.685, 0.540)
C (-1.011, -4.857, -1.827)
C (-2.151, -4.435, -0.819)
H (-6.041, -4.147, 4.385)
H (-4.899, -5.256, 3.316)
H (-6.590, -4.708, 2.717)
H (-4.311, -2.757, 4.696)
H (-3.779, -1.383, 3.466)
H (-2.991, -3.098, 3.470)
H (-5.998, -0.981, 2.424)
H (-6.932, -2.334, 1.438)
H (-6.990, -2.267, 3.266)
H (-5.118, -4.425, 0.775)
H (-3.446, -4.272, 1.560)
H (-3.053, -0.504, -0.190)
H (-4.516, -0.521, 0.912)
H (-2.835, -1.257, 1.468)
H (-5.163, -2.144, -1.927)
H (-6.094, -3.328, -0.788)
H (-5.984, -1.538, -0.399)
H (-3.023, -1.213, -2.385)
H (-1.104, -1.944, -4.091)
H (1.733, -4.492, -2.274)
H (1.846, -5.766, -3.670)
H (3.829, -3.842, -3.626)
H (2.919, -4.224, -5.244)
H (2.955, -0.438, -4.210)
H (4.279, -1.745, -4.156)
H (4.331, -1.111, -1.908)
H (2.982, -2.325, -1.651)
H (0.617, -0.874, -3.294)
H (-1.845, 0.199, -2.478)
H (-0.807, 3.894, -0.399)
H (-1.311, 3.438, -2.104)
H (-2.565, 1.269, -0.779)
H (-2.208, 1.499, 1.257)
H (2.687, 3.421, 0.923)
H (1.233, 4.162, 0.088)
H (0.108, 4.067, 2.111)
H (-0.140, 2.258, 1.667)
H (2.514, 2.903, 3.284)
H (0.917, 3.156, 4.147)
H (1.218, -0.656, 2.515)
H (6.149, 1.961, 0.189)
H (5.736, -0.706, 0.254)
H (-0.457, -5.848, -1.667)
H (-2.378, -5.181, 0.007)
F (4.046, 6.184, 1.263)
C (5.387, 6.088, 1.270)
C (6.022, 5.369, 0.270)
C (7.410, 5.273, 0.273)
C (8.146, 5.888, 1.283)
C (7.496, 6.604, 2.286)
C (6.109, 6.709, 2.276)
H (5.432, 4.890, -0.503)
H (7.918, 4.719, -0.510)
H (9.228, 5.810, 1.288)
H (8.070, 7.079, 3.074)
H (5.587, 7.269, 3.044)

7.
Density functional theory data (ωB97M-V with the def2-TZVPD basis set) for C32H27AsCrF12NO3PS as an isolated structure.

Properties
**Kohn-Sham gap (spin up / spin down)**: 0.25848 / 0.28059 hartree
**Spin multiplicity**: 5
**DFT total energy**: -6734.4733 a.u.
**Max |F|**: 0.0176 Eh/bohr

Positions of all 79 atoms, in Å:
Cr (-0.239, 0.055, 0.318)
F (3.013, -3.983, 2.032)
C (1.797, -4.538, 1.968)
F (1.273, -4.527, 3.203)
F (1.983, -5.843, 1.640)
C (0.896, -3.870, 0.961)
C (0.484, -4.585, -0.136)
C (-0.383, -4.018, -1.071)
C (-0.799, -2.734, -0.849)
N (-0.388, -2.006, 0.204)
C (0.482, -2.517, 1.125)
S (1.002, -1.434, 2.352)
H (0.836, -5.600, -0.270)
H (-0.718, -4.564, -1.944)
H (-1.478, -2.236, -1.529)
C (2.235, -0.302, -2.958)
C (1.190, -0.198, -1.880)
O (-0.024, -0.165, -2.173)
O (1.586, -0.126, -0.651)
H (2.090, -1.233, -3.510)
H (3.238, -0.278, -2.535)
H (2.103, 0.525, -3.659)
C (-1.862, -0.055, 3.947)
As (-2.836, -0.288, 2.326)
C (-4.533, 0.549, 2.591)
C (-3.155, -2.146, 2.049)
O (-2.141, 0.449, 0.987)
H (-2.513, -0.294, 4.786)
H (-1.551, 0.985, 3.994)
H (-0.984, -0.694, 3.928)
H (-5.084, 0.063, 3.394)
H (-5.089, 0.486, 1.662)
H (-4.360, 1.591, 2.839)
H (-3.779, -2.521, 2.857)
H (-2.205, -2.674, 2.030)
H (-3.662, -2.259, 1.096)
F (-3.321, 7.193, 2.847)
C (-1.990, 7.325, 2.736)
F (-1.508, 7.644, 3.951)
F (-1.752, 8.375, 1.930)
C (-1.341, 6.078, 2.207)
C (0.043, 6.064, 2.052)
C (0.668, 4.926, 1.575)
C (-0.084, 3.796, 1.251)
C (-1.460, 3.826, 1.407)
C (-2.095, 4.972, 1.886)
P (0.691, 2.276, 0.570)
C (2.102, 1.998, 1.694)
C (1.855, 2.115, 3.063)
C (2.807, 1.715, 3.989)
C (4.009, 1.189, 3.545)
C (4.263, 1.062, 2.191)
C (3.309, 1.457, 1.267)
C (5.059, 0.735, 4.517)
F (4.625, 0.786, 5.788)
F (5.446, -0.525, 4.266)
F (6.162, 1.509, 4.437)
C (1.341, 2.939, -1.005)
C (2.616, 3.471, -1.169)
C (3.014, 3.966, -2.399)
C (2.134, 3.938, -3.470)
C (0.858, 3.426, -3.320)
C (0.464, 2.924, -2.085)
C (2.615, 4.440, -4.800)
F (1.637, 4.461, -5.717)
F (3.110, 5.689, -4.702)
F (3.607, 3.665, -5.281)
H (0.622, 6.947, 2.302)
H (1.746, 4.913, 1.456)
H (-2.040, 2.947, 1.147)
H (-3.170, 5.000, 2.003)
H (0.909, 2.515, 3.413)
H (2.609, 1.799, 5.048)
H (5.196, 0.624, 1.856)
H (3.488, 1.295, 0.212)
H (3.309, 3.503, -0.335)
H (4.010, 4.375, -2.528)
H (0.180, 3.401, -4.162)
H (-0.523, 2.495, -1.974)

8.
Density functional theory data (ωB97M-V with the def2-TZVPD basis set) for an isolated ion of composition C16H23IN4O4PS2 and charge -1 in a non-equilibrium geometry.

Properties
**Kohn-Sham gap**: 0.19553 hartree
**SMILES**: N#C[C@@](CCCSC(=S)N1CCOCC1)(C(=O)[O-])[C@](C#N)(CCCI)P(N)O
**Spin multiplicity**: 1
**DFT total energy**: -2578.5137 a.u.
**Total charge**: -1
**Max |F|**: 0.2405 Eh/bohr

Positions of all 51 atoms, in Å:
N (-2.000, -3.119, 3.877)
C (-2.240, -2.712, 2.670)
C (-2.588, -2.086, 1.158)
C (-1.550, -2.597, 0.002)
C (-0.068, -1.916, 0.008)
C (0.508, -2.050, -1.557)
S (2.375, -2.114, -1.664)
C (3.160, -0.532, -0.954)
S (2.748, 0.077, 0.589)
N (4.201, 0.138, -1.820)
C (5.516, 0.358, -1.110)
C (5.768, 1.881, -0.559)
O (4.542, 2.682, -0.417)
C (3.794, 2.765, -1.680)
C (3.689, 1.369, -2.528)
C (-4.045, -2.819, 0.773)
O (-4.846, -3.557, 1.807)
O (-4.557, -2.845, -0.468)
C (-2.903, -0.478, 1.169)
C (-4.524, -0.366, 1.580)
N (-5.781, -0.181, 1.901)
C (-2.786, 0.114, -0.350)
C (-3.583, 1.508, -0.652)
C (-2.950, 2.846, 0.086)
I (-0.855, 3.239, -0.440)
P (-1.994, 0.533, 2.515)
N (-0.292, 0.074, 2.726)
O (-2.759, 0.126, 4.068)
H (-1.389, -3.766, 0.187)
H (-1.968, -2.515, -1.100)
H (0.708, -2.489, 0.703)
H (-0.030, -0.773, 0.249)
H (0.030, -3.052, -1.991)
H (0.020, -1.128, -2.138)
H (5.609, -0.444, -0.234)
H (6.384, 0.121, -1.873)
H (6.597, 2.422, -1.187)
H (6.217, 1.766, 0.541)
H (4.294, 3.622, -2.341)
H (2.690, 3.134, -1.412)
H (4.287, 1.498, -3.540)
H (2.545, 1.244, -2.832)
H (-3.237, -0.688, -1.111)
H (-1.667, 0.282, -0.726)
H (-3.444, 1.713, -1.821)
H (-4.743, 1.477, -0.484)
H (-3.575, 3.770, -0.340)
H (-3.121, 2.871, 1.252)
H (0.374, 0.654, 2.169)
H (-0.103, -0.943, 2.617)
H (-2.455, 0.885, 4.681)